# 1
{"formula": "C5H11K3N2O11S", "method": "wB97M-V/def2-TZVPD", "energy_ev": -90655.3752, "homo_ev": -11.6, "de_lowest_kcal_mol": 19.0, "spin_multiplicity": 1, "charge": 2, "homo_lumo_gap_ha": 0.176, "symbols": ["K", "K", "K", "O", "C", "O", "O", "H", "C", "N", "O", "O", "H", "H", "H", "C", "N", "O", "O", "H", "H", "H", "C", "C", "O", "S", "O", "O", "O", "H", "H", "H", "H"], "coordinates": [[-0.9466, -5.5463, 2.2941], [-3.1960, -6.2535, -3.3261], [-5.4225, -0.4658, -3.4094], [0.1444, -1.5899, -0.2628], [-1.0302, -1.4842, -0.8286], [-1.4316, -0.4352, -1.3434], [-1.6764, -2.5433, -0.9910], [0.5247, -0.7085, -0.2532], [0.6438, -0.8878, -6.3632], [2.0666, -0.5383, -6.1049], [2.5296, -0.6871, -4.9470], [2.7615, -0.0040, -6.9440], [0.3535, -0.2298, -7.1823], [0.0028, -0.5878, -5.5342], [0.6358, -1.9358, -6.6626], [-2.9849, 5.2647, -1.1570], [-3.7851, 5.5746, -2.3787], [-3.2518, 6.0743, -3.3630], [-4.9741, 5.3965, -2.2394], [-2.3877, 4.3849, -1.3963], [-3.4885, 5.2537, -0.1903], [-2.3085, 6.1067, -1.3042], [1.4204, -0.9596, 6.0593], [2.7086, -1.2121, 6.9677], [3.6928, -1.5643, 6.0410], [3.2339, -1.7221, 4.5261], [3.6625, -3.0793, 4.0714], [3.6927, -0.5876, 3.6866], [1.6158, -1.6375, 4.8504], [1.1596, 0.0909, 5.9308], [0.4806, -1.1997, 6.5566], [2.5166, -1.9792, 7.7179], [3.0377, -0.3077, 7.4795]], "atomic_forces_ev_per_a": [[0.2, 0.4, 0.0], [0.2, 0.1, 0.0], [0.3, 0.3, 0.2], [1.9, 0.0, 1.5], [-2.8, -0.4, -3.0], [0.4, 1.9, 0.4], [-0.5, -2.5, 0.9], [0.2, 0.3, 0.0], [0.1, 0.8, -0.9], [2.6, 1.3, 3.0], [-1.8, -0.6, -1.6], [-1.2, -0.6, -0.9], [0.1, -0.4, -0.3], [0.5, -0.6, 0.3], [-0.3, 0.1, 0.2], [2.0, 1.0, -1.4], [-0.9, 0.4, 0.3], [-0.2, -0.9, 1.1], [-0.7, -0.3, -0.6], [-0.2, -0.1, 0.3], [-0.4, 0.0, -0.7], [0.5, -0.1, 1.1], [-0.3, 1.3, 2.1], [-2.0, 1.0, -0.4], [0.9, -0.5, -0.8], [2.4, -0.8, -2.8], [-2.0, 3.5, 1.3], [-1.7, -2.7, 2.5], [1.2, -0.7, -0.8], [1.1, 0.4, -0.7], [0.2, -1.4, -0.1], [0.3, -0.3, -0.3], [-0.2, 0.0, -0.1]]}

***

# 2
{"formula": "C4H9S", "method": "wB97M-V/def2-TZVPD", "s2": 0.75, "energy_ev": -15126.6346, "homo_ev": [-9.4, -8.9], "de_lowest_kcal_mol": 8.3, "spin_multiplicity": 2, "homo_lumo_gap_ha": [0.381, 0.261], "symbols": ["C", "S", "H", "H", "H", "C", "C", "C", "H", "H", "H", "H", "H", "H"], "coordinates": [[-1.9506, -0.1232, 0.1480], [-2.1207, -0.1927, -1.6474], [-1.6935, 0.9124, 0.4001], [-2.9386, -0.0983, 0.5897], [-1.2111, -0.8297, 0.4543], [1.4486, -0.3638, 1.8758], [2.5435, 0.3460, 1.1618], [2.4828, 0.6132, -0.1476], [0.5254, 0.2319, 1.8201], [1.1243, -1.3336, 1.4930], [1.6844, -0.5392, 2.9278], [3.4558, 0.5213, 1.7117], [3.3646, 1.0124, -0.6074], [1.5493, 0.6621, -0.6989]], "atomic_forces_ev_per_a": [[-0.5, 1.3, -1.1], [0.0, 0.1, 0.3], [0.7, -0.1, -0.2], [-0.2, -1.0, 0.3], [0.0, -0.4, 0.7], [-1.2, 0.3, 0.9], [-0.1, -0.9, -1.3], [0.1, 0.8, 1.1], [0.2, 0.0, 0.3], [0.6, 0.0, -0.4], [-0.1, 0.2, 0.0], [0.2, -0.1, -0.1], [0.2, 0.3, -0.4], [0.1, -0.6, -0.1]]}

***

# 3
{"formula": "C10H36Li2N10O11", "method": "wB97M-V/def2-TZVPD", "s2": 0.75, "energy_ev": -48782.7265, "homo_ev": [-10.8, -10.8], "spin_multiplicity": 2, "charge": 1, "homo_lumo_gap_ha": [0.212, 0.095], "symbols": ["Li", "Li", "C", "C", "O", "O", "H", "H", "H", "C", "C", "C", "O", "H", "H", "H", "H", "H", "H", "H", "C", "O", "N", "N", "H", "H", "H", "H", "C", "O", "N", "N", "H", "H", "H", "H", "C", "O", "N", "N", "H", "H", "H", "H", "C", "O", "N", "N", "H", "H", "H", "H", "C", "O", "N", "N", "H", "H", "H", "H", "O", "H", "H", "O", "H", "H", "O", "H", "H"], "coordinates": [[-14.6238, 23.1878, 22.0588], [-12.3298, 21.7968, 20.1592], [-16.3438, 20.7439, 19.3985], [-15.5455, 21.5964, 20.3295], [-14.5238, 22.0973, 19.8830], [-15.9653, 21.5898, 21.5214], [-17.2812, 21.2835, 19.2636], [-16.5581, 19.7263, 19.7250], [-16.1106, 20.6815, 18.3355], [-11.9696, 22.3091, 24.4626], [-12.2494, 21.6817, 23.1074], [-13.3249, 20.5751, 23.1808], [-12.3628, 22.7224, 22.0804], [-11.4090, 23.2413, 24.3928], [-11.3731, 21.5903, 25.0245], [-12.9038, 22.4565, 25.0045], [-11.3318, 21.1327, 22.8960], [-12.9796, 19.6290, 23.5977], [-13.5717, 20.2642, 22.1656], [-14.2005, 20.8750, 23.7566], [-17.5172, 18.3841, 16.2698], [-17.7922, 18.3098, 17.4588], [-18.0643, 17.8510, 15.1904], [-16.4365, 19.0022, 15.8440], [-18.7152, 17.0992, 15.3672], [-17.7257, 18.2429, 14.3233], [-15.7720, 19.0381, 16.6037], [-16.1807, 18.8146, 14.8851], [-19.6880, 25.2399, 19.0189], [-20.5243, 25.9608, 18.4802], [-19.6744, 24.9092, 20.2640], [-18.7223, 24.8025, 18.3337], [-18.8387, 24.4804, 20.6352], [-20.5083, 24.9919, 20.8278], [-18.6565, 25.1554, 17.3896], [-18.1559, 24.0631, 18.7244], [-17.8675, 19.4531, 24.0593], [-18.7657, 19.2930, 24.8325], [-16.9763, 20.3579, 24.1596], [-17.6586, 18.6754, 23.0174], [-17.0775, 20.9870, 24.9433], [-16.6192, 20.6478, 23.2604], [-18.4065, 18.0178, 22.8492], [-16.8358, 18.8373, 22.4546], [-17.7585, 16.5083, 20.2480], [-17.4485, 15.7394, 21.1931], [-18.9322, 16.6526, 19.8549], [-16.8880, 17.0150, 19.5519], [-18.9271, 17.3625, 19.1365], [-19.7972, 16.3033, 20.2420], [-17.1371, 17.5712, 18.7465], [-15.9621, 17.2594, 19.8727], [-19.4200, 23.5077, 23.3349], [-18.8843, 24.4815, 23.7362], [-20.6225, 23.1641, 23.7771], [-18.7597, 22.6136, 22.6029], [-21.0825, 23.7821, 24.4302], [-21.0185, 22.3307, 23.3663], [-17.8921, 22.7787, 22.1129], [-19.3698, 21.8913, 22.2478], [-13.6789, 19.2721, 17.9805], [-13.1901, 20.0939, 18.0240], [-13.6721, 18.9409, 18.8785], [-19.7728, 20.0589, 19.0720], [-19.1314, 19.6425, 18.4962], [-19.4288, 19.9203, 19.9544], [-15.5690, 23.9574, 17.5666], [-15.2805, 23.1303, 17.9523], [-14.8420, 24.5607, 17.7206]], "atomic_forces_ev_per_a": [[-0.4, -0.5, -0.3], [-0.8, 0.5, 0.2], [-1.5, 0.3, -1.4], [-2.7, -3.8, 0.5], [4.1, 2.3, 0.1], [1.3, 1.8, 0.1], [-0.7, -0.3, 0.6], [0.0, 0.2, 0.4], [1.2, 0.1, 0.2], [-0.7, 0.2, 0.2], [1.9, 0.4, 0.3], [-0.5, 0.2, -0.9], [-1.2, -2.2, 0.7], [-0.1, -0.1, 0.0], [0.0, 0.0, 0.1], [0.1, 0.3, 0.1], [0.2, 0.0, -0.8], [0.7, 0.4, 0.5], [-0.6, 0.2, -0.1], [-0.1, 0.1, -0.3], [0.6, -0.3, -0.8], [-1.3, 0.0, 0.1], [-2.6, -1.4, 0.3], [2.6, 2.1, 0.8], [-0.3, 0.3, -1.0], [-1.0, -1.0, -0.2], [0.8, 0.6, -0.6], [0.9, 0.2, 0.7], [-4.3, 3.4, -1.5], [-0.9, 0.3, 0.4], [-0.2, -1.3, 4.6], [5.0, -2.3, -3.1], [-0.6, 0.1, 0.3], [0.4, 0.2, -0.1], [0.3, -0.5, 0.2], [0.3, 0.3, -0.9], [-2.2, -2.3, 0.4], [-2.0, -0.3, 1.6], [4.3, 4.3, 0.8], [-0.4, -1.6, -2.2], [0.0, 0.2, -0.5], [0.2, 0.8, 0.5], [0.7, -0.4, -0.5], [-0.6, -0.8, -0.2], [0.8, -7.6, 8.6], [-0.3, 0.8, 0.5], [-6.7, 2.3, -3.0], [7.7, 5.5, -5.7], [-1.6, -0.2, -0.2], [0.7, -0.1, 0.1], [0.1, -0.2, 0.0], [-0.3, -0.9, 0.5], [0.3, -0.3, 1.1], [2.1, 3.9, 0.9], [-1.6, -1.2, -0.6], [-0.3, -2.5, -1.9], [-0.1, -0.4, -0.3], [-0.7, 0.3, 0.7], [-0.4, 0.2, 0.3], [0.7, -0.3, -0.4], [0.0, 0.0, -0.1], [0.0, 0.2, -0.3], [-0.1, -0.3, 0.2], [-0.2, 0.3, 0.1], [0.3, -0.3, -0.4], [0.0, -0.1, 0.3], [-0.3, 0.0, 0.0], [0.1, -0.3, 0.1], [0.1, 0.3, 0.0]]}